[1]
The following is a DFT calculation (ωB97M-V/def2-TZVPD) of a 16-piece molecular cluster, C28H88O16 overall at a distorted geometry.

As for the spin multiplicity: 1. Its HOMO energy is -9.54 eV. For the LUMO energy, the calculation gives 0.334 eV.

Last column: Mulliken charge in e.
Cartesian coordinates (Å):
C1 -5.3618 -1.2569 -0.3285  -0.333
O1 -4.5688 -2.1040 -1.1743  -0.645
H1 -5.1502 -0.2186 -0.5939  0.092
H2 -6.4159 -1.4167 -0.5687  0.432
H3 -5.1990 -1.4411 0.7389  0.145
H4 -3.7154 -2.1703 -0.6749  0.235
C2 3.4885 0.7124 -1.0901  -0.053
O2 2.4390 1.3923 -0.4045  0.285
H5 4.4066 0.7827 -0.4942  0.400
H6 3.2142 -0.3347 -1.3193  -0.590
H7 3.6081 1.1983 -2.0527  0.395
H8 2.4542 1.2016 0.5257  -0.419
C3 -5.6851 1.6918 2.2352  -0.438
O3 -5.2119 0.8127 3.3136  -0.534
H9 -6.5659 1.2703 1.7296  0.224
H10 -5.9077 2.6396 2.6849  0.420
H11 -4.8457 1.8270 1.5376  0.046
H12 -5.3506 1.1925 4.1832  0.264
C4 -2.9559 2.7583 -1.6631  -0.192
O4 -3.8577 1.9889 -0.8870  -0.656
H13 -3.4594 3.7291 -1.7198  0.452
H14 -1.9755 2.8798 -1.1851  -0.232
H15 -2.7840 2.3825 -2.6807  0.147
H16 -3.4877 1.2426 -0.3857  0.170
C5 -2.9790 -2.0891 3.2601  -0.584
O5 -3.0923 -0.7003 3.1557  -0.351
H17 -2.0797 -2.3771 2.6887  -0.020
H18 -2.8208 -2.4648 4.2977  0.322
H19 -3.8302 -2.5605 2.7743  0.378
H20 -3.9647 -0.3961 3.4629  0.305
C6 -0.3288 -0.7534 -4.8371  0.283
O6 -1.0939 -1.8336 -5.3060  -0.616
H21 0.0212 -0.8228 -3.7924  -0.553
H22 0.5328 -0.6804 -5.4948  0.480
H23 -0.9024 0.2299 -4.8827  0.015
H24 -1.8769 -2.0043 -4.7289  0.365
C7 -3.9145 -0.2227 -4.1669  -0.522
O7 -3.1058 -1.1861 -3.4602  -0.405
H25 -3.3208 -0.0221 -5.0382  0.263
H26 -4.9064 -0.6391 -4.4235  0.310
H27 -4.0880 0.7239 -3.6459  0.141
H28 -3.5472 -1.4271 -2.6351  0.250
C8 0.1289 5.0342 0.7130  -0.235
O8 -0.0967 5.5698 2.0322  -0.553
H29 0.9034 5.6556 0.2356  0.405
H30 0.4782 4.0254 0.8746  -0.224
H31 -0.8466 5.0214 0.1547  0.306
H32 -0.2714 6.5088 1.9601  0.248
C9 0.1657 -1.0222 5.4518  0.101
O9 -0.2647 -0.3561 6.6304  -0.551
H33 -0.3118 -0.5396 4.5680  -0.396
H34 1.2577 -0.9398 5.3635  0.194
H35 -0.0344 -2.0929 5.4351  0.308
H36 -0.9326 0.2793 6.3549  0.329
C10 -2.2270 3.0146 2.8953  0.006
O10 -1.5652 3.9846 3.7135  -0.634
H37 -1.9230 1.9794 3.1430  -0.072
H38 -3.3028 3.0376 3.0946  0.229
H39 -2.0326 3.1773 1.8304  -0.012
H40 -1.1665 4.6725 3.1564  0.473
C11 -0.2373 4.2444 -3.5356  -1.775
C12 0.5370 3.1366 -2.8856  2.950
C13 1.3955 2.4438 -3.8728  -1.378
O11 1.2431 3.7397 -1.8012  -0.580
H41 0.4630 5.0533 -3.8929  0.395
H42 -0.9246 4.7054 -2.8411  0.353
H43 -0.8217 3.8787 -4.3878  0.356
H44 -0.1954 2.4031 -2.5501  -1.318
H45 2.1475 3.0936 -4.3447  0.366
H46 0.8057 2.1318 -4.7326  0.397
H47 1.8806 1.5843 -3.4251  0.084
H48 1.7641 3.1627 -1.2204  0.210
C14 2.4702 -2.5813 -3.3086  -0.558
C15 3.5415 -1.7618 -4.0193  1.030
C16 4.9766 -2.1571 -3.6209  -1.417
O12 3.3743 -1.8439 -5.4465  -0.598
H49 2.6326 -3.6340 -3.4771  0.585
H50 1.4704 -2.3350 -3.6880  0.089
H51 2.4515 -2.3894 -2.2134  -0.190
H52 3.4177 -0.7038 -3.7803  -0.308
H53 5.7914 -1.5508 -4.0840  0.347
H54 5.1495 -3.2114 -3.8572  0.421
H55 5.0946 -2.0154 -2.5305  0.223
H56 3.5108 -2.7485 -5.7221  0.371
C17 0.0128 -0.6430 0.8555  1.116
C18 -0.9173 0.2351 0.1604  1.710
C19 -0.6520 0.1270 -1.3744  -0.764
O13 -2.2831 -0.1316 0.3571  1.235
H57 -0.2157 -0.6463 1.9689  -0.318
H58 1.0342 -0.3506 0.7496  -0.658
H59 -0.0618 -1.7111 0.5816  -0.590
H60 -0.7843 1.2878 0.4586  -1.293
H61 0.3914 0.4356 -1.4729  0.265
H62 -1.2832 0.7984 -1.9561  -0.094
H63 -0.7295 -0.9049 -1.7072  0.360
H64 -2.4716 -0.2206 1.3060  -0.589
C20 3.4688 -2.4156 0.9464  0.085
C21 4.5313 -2.8576 1.9634  0.132
C22 5.0914 -1.7610 2.8472  -1.112
O14 4.0973 -3.9819 2.7862  -0.592
H65 2.5748 -2.1811 1.5673  -0.194
H66 3.2166 -3.1863 0.2104  0.260
H67 3.8162 -1.5311 0.4000  -0.130
H68 5.3904 -3.3086 1.4357  0.332
H69 5.7341 -1.1152 2.2209  0.332
H70 5.7297 -2.1978 3.6172  0.415
H71 4.3814 -1.1655 3.4225  0.102
H72 3.3824 -3.7058 3.3773  0.331
C23 3.1496 3.7165 2.5785  -1.176
C24 2.8024 2.3672 3.1418  0.132
C25 1.3155 2.0969 3.1114  0.017
O15 3.4056 1.2567 2.4009  -0.517
H73 3.3206 3.6015 1.4912  0.192
H74 4.0355 4.1672 2.9685  0.392
H75 2.3224 4.4178 2.7077  0.204
H76 3.1568 2.2938 4.1387  0.721
H77 0.9374 2.2638 2.0871  -0.716
H78 0.6946 2.7245 3.7753  0.651
H79 1.1740 1.0403 3.3865  -0.154
H80 4.3171 1.1845 2.6872  0.230
C26 -0.4383 -4.2134 -0.7608  -0.324
C27 -0.3631 -5.5398 -0.0238  0.422
C28 -0.2277 -5.3348 1.4463  -1.086
O16 -1.6297 -6.2097 -0.2071  -0.575
H81 -0.6456 -4.3465 -1.8151  0.564
H82 0.5008 -3.6116 -0.7796  -0.149
H83 -1.1772 -3.5341 -0.3160  -0.165
H84 0.4990 -6.1034 -0.4591  0.246
H85 0.5874 -4.6360 1.6416  0.162
H86 -0.0222 -6.2399 2.0145  0.392
H87 -1.1580 -4.9040 1.8643  0.210
H88 -1.7230 -6.5150 -1.1245  0.330

***

[2]
The following is a DFT calculation (ωB97M-V/def2-TZVPD) of one molecule with the formula C3H5N3OS at a distorted geometry.

As for the spin multiplicity: 1. Its HOMO energy is -8.61 eV. For the LUMO energy, the calculation gives 0.537 eV. Its SMILES is O/N=C1/NN=C[C@@H]1S.

Last column: Mulliken charge in e.
Cartesian coordinates (Å):
O1 -1.1268 -1.7968 -1.3358  -0.392
N1 -0.7364 -0.4677 -1.7041  -0.633
C1 -0.4258 0.2119 -0.7317  0.242
N2 -0.1160 1.5049 -0.7822  -0.022
N3 -0.0558 2.0817 0.4893  -0.542
C2 -0.1791 1.2120 1.3625  -0.368
C3 -0.3531 -0.1718 0.7851  0.109
S1 1.3950 -0.9839 1.0203  -0.200
H1 -1.3916 -1.9441 -2.3509  0.426
H2 -0.3466 2.0371 -1.6830  0.321
H3 -0.1867 1.4977 2.3840  0.425
H4 -1.1295 -0.8702 1.1454  0.450
H5 1.8536 0.0514 0.3488  0.183

***

[3]
The following is a DFT calculation (ωB97M-V/def2-TZVPD) of an isolated ion of composition C28H41F2Si and charge +1 at a distorted geometry.

As for the spin multiplicity: 1. Its HOMO energy is -11.86 eV. As for the total charge: +1. For the LUMO energy, the calculation gives -6.369 eV.

Last column: Mulliken charge in e.
Cartesian coordinates (Å):
C1 2.5052 2.2108 -1.6872  -1.392
C2 2.4857 1.3623 -0.4354  -0.403
C3 1.5618 1.9470 0.6649  -0.709
C4 1.4906 1.0699 1.9319  -0.501
Si1 -0.1999 0.2957 2.3163  -0.981
C5 -1.3756 1.7753 2.5947  -0.338
C6 -0.9433 2.8001 3.6602  -0.750
C7 -0.7503 4.2519 3.1483  -0.472
C8 -2.0000 4.8901 2.5756  -1.159
C9 -0.7815 -0.7399 0.8340  -0.027
C10 -2.0413 -0.2526 0.0996  -0.763
C11 -3.2642 -1.1845 0.2948  0.249
C12 -4.4988 -0.6417 -0.3867  -1.524
C13 -0.1094 -0.8966 3.8652  -0.486
C14 0.6922 -2.1051 3.5240  -0.168
C15 0.8648 -3.3472 4.3952  -0.872
H1 3.1974 1.7839 -2.4156  0.396
H2 1.5161 2.2706 -2.1552  0.332
H3 2.8389 3.2295 -1.4662  0.322
H4 2.1854 0.3294 -0.6641  0.284
H5 3.4893 1.3139 -0.0021  0.358
H6 1.9720 2.9223 0.9448  0.487
H7 0.5633 2.1477 0.2479  0.221
H8 2.2260 0.2539 1.8965  0.499
H9 1.7554 1.6837 2.8005  0.428
H10 -1.5211 2.2523 1.6215  0.199
H11 -2.3355 1.3232 2.8885  0.526
H12 -1.7251 2.8165 4.4269  0.428
H13 -0.0249 2.4802 4.1725  0.310
H14 -0.4112 4.8381 4.0037  0.431
H15 0.0652 4.2694 2.4165  0.092
H16 -1.7817 5.9196 2.2790  0.389
H17 -2.3792 4.3640 1.6926  0.286
H18 -2.8020 4.9287 3.3211  0.293
H19 0.0530 -0.7575 0.1295  0.396
H20 -0.9088 -1.7689 1.1929  0.064
H21 -2.3079 0.7763 0.3748  0.154
H22 -1.8227 -0.2345 -0.9726  0.449
H23 -2.9857 -2.1485 -0.1376  0.095
H24 -3.4442 -1.3585 1.3635  0.165
H25 -5.3159 -1.3613 -0.3115  0.424
H26 -4.8345 0.3001 0.0626  0.318
H27 -4.3074 -0.4590 -1.4492  0.332
H28 0.2139 -0.2661 4.7258  0.636
H29 -1.1372 -1.2075 4.0827  0.438
H30 1.3371 -1.9776 2.6225  0.494
H31 1.9571 -3.4291 4.4975  0.464
H32 0.3184 -3.0314 5.2923  0.407
F1 -0.3802 -6.2208 8.9300  -0.298
C16 0.3969 -6.3572 7.7947  0.326
C17 1.7117 -6.7694 7.9738  -0.560
C18 2.4751 -6.9125 6.8018  -0.371
C19 1.9796 -6.4717 5.5600  -0.723
C20 0.7381 -5.7962 5.4679  -0.002
C21 0.4670 -4.7888 4.2315  0.253
C22 -0.9146 -4.8765 3.6247  0.552
C23 -1.0447 -4.9911 2.2386  -0.612
C24 -2.2305 -4.5860 1.5974  -0.456
C25 -3.3264 -4.1493 2.3560  -0.707
C26 -3.1977 -4.1442 3.7340  0.018
F2 -4.2653 -3.7048 4.4955  -0.343
C27 -2.0077 -4.5011 4.4044  -0.711
C28 -0.1499 -6.0123 6.5308  -0.477
H33 2.0892 -7.0896 8.9609  0.414
H34 3.4843 -7.3315 6.8754  0.379
H35 2.6223 -6.5631 4.6847  0.374
H36 1.1757 -5.1988 3.5051  0.706
H37 -0.1947 -5.3141 1.6323  0.404
H38 -2.2849 -4.5953 0.5150  0.476
H39 -4.2950 -3.9068 1.8810  0.491
H40 -1.9506 -4.3505 5.4730  0.524
H41 -1.2142 -5.7904 6.4998  0.521

***

[4]
The following is a DFT calculation (ωB97M-V/def2-TZVPD) of a 3-piece molecular cluster, C5H12N2O3 overall at a distorted geometry.

As for the spin multiplicity: 1. Its HOMO energy (spin up / spin down) is -6.52 / -6.50 eV. For the LUMO energy (spin up / spin down), the calculation gives 0.455 / 0.451 eV.

Last column: Mulliken charge in e.
Cartesian coordinates (Å):
C1 -0.4012 0.0414 -0.7760  -0.292
C2 -0.4490 0.4710 0.5591  -0.114
C3 1.5656 -0.2032 0.7392  0.044
C4 2.5844 0.0299 -0.3373  -1.335
C5 -2.3977 0.9758 -1.1258  0.103
N1 -0.6301 -1.2897 -1.1284  -0.499
N2 -1.1791 -0.2361 1.5209  -0.506
O1 -3.3643 0.1876 -0.4710  -0.451
O2 1.8762 0.4227 1.9504  -0.522
O3 -2.6248 1.3434 -2.2497  -0.502
H1 -3.0478 0.0717 0.4415  0.421
H2 2.2455 1.2981 1.7699  0.337
H3 0.1502 0.6520 -1.4783  0.456
H4 -0.3317 1.5285 0.7490  0.394
H5 1.3625 -1.2537 0.9365  0.330
H6 -1.6081 -1.5641 -1.0895  0.260
H7 -0.2699 -1.5230 -2.0437  0.272
H8 -1.1166 -1.2445 1.4181  0.247
H9 -0.9423 0.0258 2.4701  0.265
H10 3.5997 -0.1966 0.0176  0.375
H11 2.5816 1.0736 -0.6727  0.353
H12 2.3967 -0.6106 -1.2000  0.363

***

What did the second record say?
The following is a DFT calculation (ωB97M-V/def2-TZVPD) of one molecule with the formula C3H5N3OS at a distorted geometry.

As for the spin multiplicity: 1. Its HOMO energy is -8.61 eV. For the LUMO energy, the calculation gives 0.537 eV. Its SMILES is O/N=C1/NN=C[C@@H]1S.

Last column: Mulliken charge in e.
Cartesian coordinates (Å):
O1 -1.1268 -1.7968 -1.3358  -0.392
N1 -0.7364 -0.4677 -1.7041  -0.633
C1 -0.4258 0.2119 -0.7317  0.242
N2 -0.1160 1.5049 -0.7822  -0.022
N3 -0.0558 2.0817 0.4893  -0.542
C2 -0.1791 1.2120 1.3625  -0.368
C3 -0.3531 -0.1718 0.7851  0.109
S1 1.3950 -0.9839 1.0203  -0.200
H1 -1.3916 -1.9441 -2.3509  0.426
H2 -0.3466 2.0371 -1.6830  0.321
H3 -0.1867 1.4977 2.3840  0.425
H4 -1.1295 -0.8702 1.1454  0.450
H5 1.8536 0.0514 0.3488  0.183

***

- What is the formula in the second record?
  C3H5N3OS